Entry 1:
The following is a quantum chemistry calculation of one molecule with the formula C2H3NO3 in a non-equilibrium geometry, from the OMol25 dataset.

Properties
DFT total energy, eV: -9753.7136
HOMO-LUMO gap, Ha: 0.44102
Largest force on an atom, eV/A: 4.9
SMILES: N#CC(O)(O)O
LUMO energy, hartree: 0.0048
Energy relative to the best compared isomer or geometry (same formula, charge and spin), eV: 2.3758

XYZ file:
```
9
Properties=species:S:1:pos:R:3:forces:R:3:nbo_charge:R:1
C 1.634 -0.046 0.190 -4.8 0.8 0.3 0.181
C -0.050 0.041 0.166 2.5 -1.1 -0.1 0.762
N 2.743 -0.207 0.015 1.9 -0.2 -0.1 -0.340
O -0.518 -0.933 1.039 -1.4 -1.1 -1.8 -0.696
O -0.395 -0.379 -1.096 -0.7 2.0 -2.3 -0.722
O -0.433 1.324 0.424 -2.2 0.3 0.7 -0.701
H -1.021 -1.610 0.425 1.5 1.9 1.8 0.507
H -0.498 0.434 -1.723 0.5 -2.1 1.8 0.507
H -1.462 1.376 0.559 2.8 -0.5 -0.3 0.502
```
Forces are in eV/Å.

Entry 2:
The following is a quantum chemistry calculation of C33H23IrN7O2S as an isolated structure, from the OMol25 dataset.

Properties
DFT total energy, eV: -62791.5422
HOMO-LUMO gap, Ha: 0.27221
Largest force on an atom, eV/A: 0.6
Charge: +1
LUMO energy, hartree: -0.1244
Energy relative to the best compared isomer or geometry (same formula, charge and spin), eV: 0.0000

XYZ file:
```
67
Properties=species:S:1:pos:R:3:forces:R:3:nbo_charge:R:1
Ir 0.523 -0.126 0.336 -0.3 0.2 -0.1 1.218
C -3.230 -1.853 -0.955 0.0 0.0 0.0 -0.255
C -3.826 -2.391 0.183 0.0 0.0 0.0 -0.136
C -3.182 -2.237 1.380 0.0 0.0 0.0 -0.222
C -1.951 -1.564 1.467 0.1 -0.1 0.0 0.384
N -1.345 -1.096 0.345 0.0 -0.1 0.0 -0.483
C -2.017 -1.232 -0.827 0.0 0.0 0.0 0.038
N -1.493 -1.437 2.753 -0.1 0.1 0.0 -0.523
C -0.413 -0.851 3.121 0.1 -0.1 0.2 0.462
N 0.570 -0.288 2.356 0.1 0.0 -0.3 -0.642
C 1.538 0.254 3.169 0.0 -0.2 0.1 0.480
N 2.608 0.873 2.846 0.0 0.0 -0.1 -0.509
C 3.036 1.155 1.566 -0.1 -0.1 0.1 0.377
C 4.281 1.800 1.534 0.1 0.0 0.0 -0.222
C 4.849 2.194 0.350 0.0 0.0 0.0 -0.130
C 4.141 1.953 -0.821 0.0 0.0 0.0 -0.242
C 2.932 1.315 -0.742 0.0 0.0 -0.1 0.051
N 2.369 0.882 0.414 -0.1 0.0 0.0 -0.482
C 1.152 0.002 4.574 0.0 0.1 -0.1 -0.102
C 1.766 0.341 5.763 0.0 0.0 0.0 -0.157
C 1.127 -0.048 6.936 0.0 0.0 0.0 -0.188
C -0.081 -0.742 6.906 0.0 0.0 0.0 -0.190
C -0.695 -1.072 5.701 0.0 0.0 0.0 -0.176
C -0.048 -0.687 4.544 0.0 0.0 -0.1 -0.029
H -3.686 -1.923 -1.932 0.0 0.0 0.0 0.238
H -4.777 -2.905 0.127 0.0 0.0 0.0 0.235
H -3.591 -2.606 2.308 0.0 0.0 0.0 0.248
H -1.537 -0.826 -1.697 0.0 0.0 0.0 0.226
H 4.756 1.968 2.488 0.0 0.0 0.0 0.247
H 5.811 2.687 0.334 0.0 0.0 0.0 0.235
H 4.515 2.243 -1.792 0.0 0.0 0.0 0.240
H 2.387 1.128 -1.647 0.0 -0.1 0.0 0.229
H 2.705 0.877 5.773 0.0 0.0 0.0 0.237
H 1.573 0.193 7.892 0.0 0.0 0.0 0.227
H -0.550 -1.027 7.838 0.0 0.0 0.0 0.227
H -1.630 -1.613 5.665 0.0 0.0 0.0 0.235
O 1.555 -1.964 -1.118 0.1 -0.1 0.0 -0.957
S 1.292 -1.207 -2.347 0.5 -0.1 0.2 2.322
O 2.391 -0.740 -3.142 -0.1 0.0 0.0 -0.922
N 0.466 0.008 -1.695 -0.2 0.0 0.0 -0.944
C -0.131 1.150 -2.189 0.1 0.0 0.2 0.142
C -0.288 1.550 -3.494 0.0 0.0 0.0 -0.244
C -0.974 2.748 -3.783 0.0 0.0 0.0 -0.147
C -1.494 3.539 -2.796 0.0 0.0 0.0 -0.218
C -1.340 3.166 -1.441 0.0 0.0 0.0 -0.087
C -1.845 3.918 -0.355 0.0 0.0 0.0 -0.079
C -1.653 3.488 0.925 0.0 0.0 0.0 -0.256
C -0.943 2.299 1.155 0.0 0.0 0.0 0.088
N -0.462 1.577 0.164 0.0 0.2 0.0 -0.348
C -0.652 1.978 -1.146 0.0 -0.1 0.0 0.190
C 0.295 -2.191 -3.406 -0.1 0.0 0.0 -0.299
C 0.324 -1.941 -4.773 -0.1 0.0 0.1 -0.205
C -0.458 -2.717 -5.613 0.0 0.0 0.0 -0.195
C -1.239 -3.738 -5.090 0.0 0.0 0.0 -0.171
C -1.240 -3.996 -3.725 0.0 0.0 0.0 -0.213
C -0.471 -3.221 -2.873 0.0 0.0 0.0 -0.193
H 0.112 0.947 -4.297 0.0 0.0 0.0 0.235
H -1.087 3.042 -4.817 0.0 0.0 0.0 0.232
H -2.021 4.452 -3.035 0.0 0.0 0.0 0.232
H -2.384 4.836 -0.554 0.0 0.0 0.0 0.237
H -2.027 4.043 1.773 0.0 0.0 0.0 0.248
H -0.755 1.939 2.156 0.0 0.0 0.0 0.232
H 0.971 -1.168 -5.165 0.0 0.0 0.0 0.243
H -0.440 -2.537 -6.680 0.0 0.0 0.0 0.230
H -1.837 -4.350 -5.752 0.0 0.0 0.0 0.229
H -1.825 -4.813 -3.326 0.0 0.0 0.0 0.229
H -0.430 -3.438 -1.814 0.0 0.0 0.0 0.242
```
Forces are in eV/Å.

Entry 3:
The following is a quantum chemistry calculation of a 3-piece molecular cluster, C5H10O2 overall, from the OMol25 dataset.

Properties
DFT total energy, eV: -9437.8983
HOMO-LUMO gap, Ha: 0.36759
Largest force on an atom, eV/A: 0.6
SMILES: C=C1COC1.[H][H].C=O
LUMO energy, hartree: 0.0200
Energy relative to the best compared isomer or geometry (same formula, charge and spin), eV: 5.1447

XYZ file:
```
17
Properties=species:S:1:pos:R:3:forces:R:3:nbo_charge:R:1
O 2.473 0.416 0.822 0.3 -0.4 -0.3 -0.533
C 2.430 -0.372 -0.092 0.3 0.2 0.3 0.276
C 0.072 -1.361 0.000 -0.4 -0.1 0.1 -0.449
C -0.735 -0.318 0.095 -0.1 -0.5 0.1 0.021
C -1.881 0.220 -0.718 0.0 -0.1 -0.3 -0.104
O -2.297 1.032 0.393 -0.2 0.1 0.0 -0.527
C -1.195 0.585 1.207 0.2 -0.1 0.3 -0.105
H 1.116 1.608 -0.055 -0.2 0.3 -0.2 0.038
H 2.710 -1.431 0.043 0.1 0.1 0.0 0.120
H 2.129 -0.087 -1.119 0.1 0.1 0.2 0.125
H 0.611 -1.712 0.872 0.0 0.0 -0.1 0.216
H 0.172 -1.923 -0.925 -0.1 0.0 0.1 0.210
H 0.549 1.660 -0.537 0.1 0.3 -0.1 -0.051
H -2.597 -0.579 -0.946 -0.1 0.2 -0.1 0.186
H -1.691 0.809 -1.625 0.1 -0.1 0.2 0.190
H -0.535 1.417 1.486 -0.1 -0.2 -0.1 0.202
H -1.508 0.052 2.111 -0.1 0.1 0.0 0.186
```
Forces are in eV/Å.

Entry 4:
The following is a quantum chemistry calculation of C36H27F9IrN5O11 as an isolated structure, from the OMol25 dataset.

Properties
DFT total energy, eV: -95034.3788
HOMO-LUMO gap (alpha / beta), Ha: 0.22748 / 0.17223
Largest force on an atom, eV/A: 0.3
Charge: -1
2S+1: 2
LUMO energy (alpha / beta), hartree: 0.0328 / -0.0160
Energy relative to the best compared isomer or geometry (same formula, charge and spin), eV: 0.1648

XYZ file:
```
89
Properties=species:S:1:pos:R:3:forces:R:3:mulliken_spin:R:1
Ir -0.843 -0.648 -0.811 0.0 0.0 -0.1 0.563
C -1.550 2.214 4.806 0.0 0.0 0.0 0.000
O -0.334 1.636 5.242 0.0 0.0 0.0 -0.001
C 0.315 0.815 4.373 0.0 0.0 0.0 -0.017
C 1.519 0.270 4.838 0.0 0.0 0.0 0.032
C 2.206 -0.579 4.009 0.0 0.0 0.1 -0.019
C 1.775 -0.905 2.712 0.0 -0.1 0.0 0.015
C 2.581 -1.822 1.901 0.0 0.1 -0.1 0.004
C 3.518 -2.791 2.603 0.0 0.0 0.0 -0.001
O 2.521 -1.874 0.681 0.0 0.0 0.0 0.009
C 0.548 -0.344 2.236 0.0 0.1 0.1 0.002
O 0.035 -0.665 1.097 0.0 -0.1 -0.2 0.060
C -0.155 0.512 3.116 0.0 0.0 0.1 0.010
H -1.873 2.874 5.607 0.0 0.0 0.0 0.000
H -2.311 1.445 4.639 0.0 0.0 0.0 0.000
H -1.410 2.795 3.893 0.0 0.0 0.0 0.000
H 1.883 0.535 5.821 0.0 0.0 0.0 0.002
H 3.137 -0.993 4.372 0.0 0.0 0.0 0.001
H 4.216 -2.296 3.276 0.0 0.0 0.0 0.000
H 4.074 -3.336 1.844 0.0 0.0 0.0 0.000
H 2.930 -3.492 3.199 0.0 0.0 0.0 0.000
H -1.062 0.967 2.763 0.1 0.0 0.0 0.012
C -2.960 2.858 0.457 0.0 0.0 0.0 0.005
C -3.125 3.528 -0.738 0.0 0.0 0.0 -0.001
C -2.712 2.928 -1.919 0.0 0.0 0.0 0.004
C -2.136 1.674 -1.879 0.0 0.0 -0.1 -0.014
N -1.916 1.066 -0.687 0.0 0.0 0.1 0.009
C -2.315 1.637 0.443 0.0 0.0 0.0 -0.018
C -1.837 0.827 -3.042 0.0 0.0 0.1 0.018
C -2.089 1.182 -4.362 0.0 0.0 0.0 -0.013
C -1.896 0.249 -5.369 0.0 0.0 0.0 0.029
C -1.464 -1.036 -5.059 0.0 0.0 0.0 -0.015
C -1.195 -1.392 -3.744 0.0 0.0 0.0 0.015
C -1.374 -0.462 -2.725 0.0 0.1 0.0 0.003
H -3.259 3.290 1.400 0.0 0.0 0.0 -0.001
H -3.573 4.513 -0.758 0.0 0.0 0.0 0.000
H -2.854 3.422 -2.869 0.0 0.0 0.0 0.000
H -2.119 1.072 1.337 0.0 0.0 0.0 -0.001
H -2.442 2.175 -4.610 0.0 0.0 0.0 0.000
H -2.093 0.521 -6.398 0.0 0.0 0.0 0.002
H -1.331 -1.763 -5.851 0.0 0.0 0.0 -0.001
H -0.853 -2.393 -3.505 0.0 0.0 0.0 0.000
C -4.336 -0.609 -1.313 0.0 0.0 0.0 0.000
C -3.698 -1.561 -0.355 0.0 0.0 0.0 -0.030
C -4.358 -2.449 0.427 0.0 0.0 0.0 0.082
C -3.382 -3.244 1.109 0.0 0.0 0.0 0.126
C -2.149 -2.828 0.719 0.0 0.0 -0.1 -0.061
C -0.854 -3.408 1.202 0.0 0.0 0.0 0.008
N -2.309 -1.764 -0.188 0.0 0.1 0.0 0.142
H -5.353 -0.953 -1.502 0.0 0.0 0.0 0.000
H -3.817 -0.580 -2.270 0.0 0.0 0.0 0.000
H -4.401 0.412 -0.930 0.0 0.0 0.0 0.002
H -5.431 -2.549 0.479 0.0 0.0 0.0 0.000
H -3.570 -4.042 1.811 0.0 0.0 0.0 -0.001
H -0.835 -4.479 0.989 0.0 0.0 0.0 -0.002
H -0.765 -3.272 2.282 0.0 0.0 0.0 -0.002
H 0.015 -2.954 0.749 0.0 0.0 0.0 0.002
F 0.776 4.003 -1.437 0.0 0.0 0.0 0.000
C 0.706 4.703 -0.303 0.0 0.0 0.0 0.000
F -0.482 5.355 -0.328 0.0 0.0 0.0 0.000
F 1.662 5.654 -0.367 0.0 0.0 0.0 0.000
C 0.784 3.754 0.952 0.0 0.0 -0.1 0.000
O 0.051 2.685 0.777 0.0 0.0 0.1 -0.011
C 0.313 4.597 2.198 0.0 0.0 0.0 0.000
F -1.031 4.652 2.260 0.0 0.0 0.0 0.000
F 0.747 5.874 2.224 0.0 0.0 0.0 0.000
F 0.718 4.027 3.348 0.0 0.0 0.0 0.000
C 2.300 3.403 1.189 0.0 0.0 0.0 -0.001
F 3.034 4.422 1.698 0.0 0.0 0.0 0.000
F 2.428 2.376 2.028 0.0 0.0 0.0 0.000
F 2.890 3.046 0.034 0.0 0.0 0.0 0.000
O 6.064 -3.723 -2.994 0.0 0.0 0.0 0.000
N 5.611 -2.600 -2.859 0.0 0.0 0.1 0.000
O 6.258 -1.578 -2.987 0.0 0.0 0.0 0.000
C 4.202 -2.478 -2.514 0.0 0.1 0.0 -0.001
C 3.654 -1.231 -2.333 0.0 -0.1 0.0 0.001
C 2.319 -1.104 -1.996 0.0 0.0 0.1 -0.002
C 1.479 -2.245 -1.760 0.1 0.1 0.0 0.022
O 0.308 -2.253 -1.298 -0.1 -0.1 0.2 0.027
C 2.104 -3.499 -2.086 0.1 0.0 -0.1 -0.003
C 3.426 -3.623 -2.399 -0.1 -0.1 -0.1 0.000
N 1.324 -4.740 -2.054 -0.1 0.0 0.3 0.001
O 0.137 -4.684 -2.293 0.0 0.0 -0.2 -0.001
O 1.926 -5.769 -1.799 0.0 0.0 0.0 0.000
N 1.880 0.269 -1.837 -0.1 -0.1 -0.1 -0.005
O 2.636 1.151 -2.137 0.0 0.0 0.0 0.009
O 0.723 0.571 -1.465 0.1 0.0 0.1 0.006
H 4.266 -0.350 -2.440 0.0 0.0 0.0 0.000
H 3.852 -4.601 -2.568 0.0 0.0 0.0 0.000
```
Forces are in eV/Å.

Entry 5:
The following is a quantum chemistry calculation of a 5-piece molecular cluster, C2H15NO4 overall in a non-equilibrium geometry, from the OMol25 dataset.

Properties
DFT total energy, eV: -11988.3134
HOMO-LUMO gap (alpha / beta), Ha: 0.38563 / 0.19547
Largest force on an atom, eV/A: 2.2
Charge: +1
2S+1: 2
LUMO energy (alpha / beta), hartree: -0.1393 / -0.3293
Energy relative to the best compared isomer or geometry (same formula, charge and spin), eV: 0.8638

XYZ file:
```
22
Properties=species:S:1:pos:R:3:forces:R:3:mulliken_spin:R:1
C 1.189 0.865 -0.613 0.2 0.3 -0.5 0.046
C 0.914 1.740 0.613 -1.2 -1.4 -1.2 0.031
N -0.348 2.386 0.486 1.0 1.6 0.4 0.821
H 0.328 0.240 -0.833 0.0 -0.2 0.0 0.005
H 1.433 1.444 -1.506 -0.2 0.1 0.1 0.002
H 2.054 0.234 -0.453 0.1 -0.2 0.3 0.000
H 0.884 1.147 1.508 0.3 0.2 0.8 0.012
H 1.600 2.585 0.622 0.7 0.4 0.4 0.107
H -0.714 2.829 1.328 -0.6 -0.4 0.2 -0.015
H -0.517 2.941 -0.356 -0.2 -0.3 -0.2 -0.019
H -0.579 -0.879 2.220 -0.1 -0.2 0.3 0.000
H -1.789 -0.029 1.986 -0.3 -0.2 0.2 0.000
O -1.219 -0.340 2.704 0.4 0.3 -0.6 0.001
H 1.270 -3.421 0.557 -0.2 -0.1 0.0 0.000
H -0.252 -3.436 0.264 0.1 -0.1 0.1 0.000
O 0.590 -3.826 0.005 0.1 0.2 -0.3 0.000
H 0.820 -1.867 -3.443 0.0 -0.1 0.0 0.000
H 0.902 -2.589 -2.086 0.0 -0.1 0.0 0.000
O 1.062 -1.742 -2.521 -0.1 0.2 0.2 0.001
H -1.985 1.100 -0.215 0.1 -0.1 -0.1 -0.010
H -3.225 0.305 -0.401 -0.1 -0.4 0.3 -0.001
O -2.417 0.315 0.134 -0.1 0.4 -0.4 0.018
```
Forces are in eV/Å.

Entry 6:
The following is a quantum chemistry calculation of one molecule with the formula C6H12N2 in a non-equilibrium geometry, from the OMol25 dataset.

Properties
DFT total energy, eV: -9393.4423
HOMO-LUMO gap, Ha: 0.33044
Largest force on an atom, eV/A: 4.6
SMILES: C1CN[C@H]2C[C@H](C2)N1
LUMO energy, hartree: 0.0388
Energy relative to the best compared isomer or geometry (same formula, charge and spin), eV: 3.4074

XYZ file:
```
20
Properties=species:S:1:pos:R:3:forces:R:3:nbo_charge:R:1
C 0.609 -1.294 -0.989 -0.4 0.0 -3.0 -0.220
C 1.566 -0.063 -0.965 -1.7 -0.9 4.1 -0.226
C -0.233 1.373 0.397 0.5 0.3 -2.8 -0.016
C 0.014 0.492 1.558 1.7 -1.4 -0.4 -0.435
C -0.890 -0.572 0.916 -1.4 2.5 2.8 -0.002
C -1.548 0.619 0.105 1.7 0.0 2.1 -0.464
H -0.031 -1.253 -1.953 0.8 0.4 1.0 0.148
H 1.121 -2.237 -1.105 0.7 -0.2 -0.1 0.196
H 2.369 -0.339 -0.124 -1.9 1.2 -0.7 0.179
H 2.284 -0.012 -1.730 0.0 0.4 -1.9 0.220
H 0.517 1.688 -1.757 0.2 -1.7 3.6 0.390
H -0.340 2.419 0.619 0.3 0.6 -0.2 0.188
H -0.515 0.860 2.377 -0.6 0.9 1.6 0.210
H 1.054 0.250 1.844 -0.5 0.0 -0.1 0.209
H -1.557 -1.052 1.747 1.1 0.3 -1.8 0.191
H -1.532 0.439 -0.911 -1.2 -0.3 -2.1 0.209
H -2.329 1.158 0.579 -1.3 0.0 0.1 0.204
H -1.010 -2.127 0.034 0.6 -1.2 -1.3 0.373
N 0.684 1.151 -0.783 1.9 1.3 -2.1 -0.705
N -0.233 -1.500 0.141 -0.4 -2.2 1.3 -0.650
```
Forces are in eV/Å.

- Which value of largest force on an atom does entry 5 give?
  2.2 eV/A